DFT (ωB97M-V/def2-TZVPD) results for C15H23Cl2N4O4SSe2Te2V as an isolated structure.

Last column: Löwdin charge in e.
Atoms and positions in Å:
V  0.498  0.499  0.718  0.5863
C  -3.802  -0.477  4.252  -0.0121
N  -3.596  -0.659  2.819  -0.1227
C  -4.640  -1.387  2.110  -0.0059
C  -2.507  -0.245  2.174  -0.4619
O  -2.324  -0.405  0.962  -0.1044
C  -1.427  0.489  2.986  -0.1680
O  -0.431  0.864  2.074  -0.4126
C  0.750  -1.496  1.232  -0.0868
C  1.152  -1.626  -0.184  -0.4697
O  1.412  -0.466  -0.697  -0.1520
N  1.169  -2.720  -0.898  -0.0965
C  1.434  -2.673  -2.336  0.0087
C  0.852  -4.008  -0.279  0.0008
H  -4.844  -0.212  4.423  0.1020
H  -3.188  0.328  4.642  0.0857
H  -3.582  -1.396  4.798  0.1037
H  -5.564  -0.807  2.127  0.1026
H  -4.812  -2.347  2.596  0.0993
H  -4.331  -1.545  1.082  0.0873
H  -0.998  -0.174  3.740  0.1501
H  -1.832  1.384  3.455  0.0832
H  -0.080  -2.141  1.508  0.0848
H  1.596  -1.589  1.909  0.0775
H  0.500  -2.648  -2.897  0.1031
H  2.003  -3.557  -2.614  0.0970
H  2.013  -1.787  -2.570  0.0860
H  -0.220  -4.109  -0.108  0.1034
H  1.380  -4.112  0.666  0.1026
H  1.174  -4.797  -0.952  0.0949
Cl  1.128  2.611  -0.660  0.7143
C  2.891  2.610  -0.536  -0.5796
C  3.606  3.331  -1.468  -0.0943
C  4.988  3.329  -1.371  -0.0616
C  5.607  2.609  -0.361  -0.0925
C  4.852  1.899  0.558  -0.6714
Cl  5.679  1.031  1.804  0.7020
C  3.455  1.880  0.502  -0.6442
S  2.508  1.051  1.732  0.7656
H  3.095  3.886  -2.242  0.1132
H  5.581  3.890  -2.079  0.1161
H  6.684  2.596  -0.274  0.1129
Se  -2.666  3.539  1.635  -0.0208
Te  -2.815  3.535  -2.388  0.3621
Te  -1.963  2.147  -0.158  0.3996
Se  -4.109  1.570  -1.371  -0.0658
N  0.392  0.371  -3.864  0.1820
C  -0.830  0.255  -3.266  -0.6859
N  -1.899  0.088  -4.077  0.1778
O  -0.945  0.271  -2.040  -0.1726
H  0.494  0.521  -4.851  0.1076
H  1.156  0.618  -3.259  0.0931
H  -1.846  0.147  -5.076  0.1094
H  -2.799  0.033  -3.630  0.0665

Output
energy above the lowest of the compared OMol25 structures with the same formula, charge and spin	27.61	kcal per mole
molecular weight	890.4	g mol⁻¹
frontier orbital gap (spin up / spin down)	6.45 / 6.53	eV
HOMO (spin up / spin down)	-10.032 / -10.033	eV
energy	-8706.7162	Ha
net charge	+1
spin multiplicity	2